Molecular formula: C41H63As2CaN6O3PSSeSi3Te
Method: DFT, ωB97M-V/def2-TZVPD

Computed properties:
HOMO	-0.0366	Eh
orbital gap	4.17	eV
total charge	-2
energy above the lowest of the compared OMol25 structures with the same formula, charge and spin	22.5	kcal per mole
M	1231.77	Da

Geometry (Å):
Ca  -0.62  -0.52  1.19
C  1.60  -1.08  -5.47
As  0.95  -0.48  -3.70
C  0.04  -2.15  -3.24
C  -0.66  0.50  -4.29
C  -1.38  0.05  -5.40
C  -2.55  0.69  -5.79
C  -3.01  1.78  -5.07
C  -2.29  2.24  -3.97
C  -1.11  1.61  -3.57
As  -0.13  2.20  -1.96
C  -1.18  3.79  -1.50
C  1.25  3.19  -2.99
H  0.87  -1.70  -6.00
H  2.50  -1.66  -5.31
H  1.85  -0.21  -6.08
H  -0.65  -2.43  -4.03
H  -0.50  -2.03  -2.31
H  0.79  -2.93  -3.11
H  -1.05  -0.81  -5.95
H  -3.11  0.32  -6.64
H  -3.93  2.28  -5.35
H  -2.67  3.08  -3.41
H  -1.29  4.46  -2.35
H  -0.65  4.30  -0.70
H  -2.15  3.49  -1.10
H  0.80  3.68  -3.86
H  2.02  2.49  -3.32
H  1.70  3.94  -2.34
S  7.58  -2.87  -0.58
N  7.02  -1.35  -0.62
C  5.71  -1.42  -0.54
C  4.79  -0.29  -0.55
C  5.23  1.03  -0.60
C  4.29  2.03  -0.57
C  2.94  1.68  -0.51
N  2.51  0.43  -0.48
C  3.42  -0.55  -0.49
C  2.91  -1.94  -0.39
N  1.58  -2.09  -0.32
C  1.11  -3.32  -0.20
C  1.91  -4.46  -0.14
C  3.27  -4.31  -0.22
C  3.79  -3.02  -0.35
C  5.21  -2.75  -0.45
N  6.17  -3.67  -0.45
H  6.29  1.24  -0.64
H  4.57  3.08  -0.58
H  2.17  2.44  -0.46
H  0.04  -3.42  -0.14
H  1.45  -5.43  -0.02
H  3.95  -5.15  -0.17
C  -5.12  -0.51  0.43
Si  -3.73  0.30  -0.56
C  -4.60  1.64  -1.61
C  -3.16  -0.95  -1.85
N  -2.43  0.84  0.41
C  -2.48  2.04  1.10
C  -3.64  2.84  1.16
C  -3.66  4.12  1.70
C  -2.51  4.64  2.25
C  -1.37  3.83  2.29
C  -1.31  2.53  1.79
N  -0.19  1.71  1.91
Si  1.22  2.29  2.67
C  1.07  2.73  4.52
C  2.60  1.00  2.66
C  1.91  3.88  1.85
H  -5.91  -0.90  -0.23
H  -5.58  0.22  1.11
H  -4.74  -1.32  1.05
H  -4.72  1.29  -2.64
H  -4.03  2.57  -1.64
H  -5.59  1.87  -1.22
H  -4.02  -1.21  -2.49
H  -2.77  -1.87  -1.41
H  -2.40  -0.51  -2.50
H  -4.56  2.44  0.74
H  -4.59  4.69  1.70
H  -2.48  5.64  2.67
H  -0.48  4.25  2.76
H  0.84  1.83  5.10
H  0.29  3.47  4.73
H  2.03  3.12  4.87
H  2.57  0.41  3.58
H  3.57  1.49  2.60
H  2.52  0.29  1.85
H  1.70  4.77  2.46
H  1.44  4.05  0.88
H  2.99  3.82  1.72
C  -1.98  -7.10  0.68
C  -1.48  -6.08  1.69
O  -1.33  -4.80  1.09
P  -2.45  -3.65  1.16
O  -1.74  -2.42  0.66
Te  -3.59  -3.60  3.22
O  -3.43  -4.13  -0.04
C  -4.84  -4.30  0.05
C  -5.38  -4.36  -1.36
H  -2.05  -8.09  1.14
H  -1.30  -7.17  -0.17
H  -2.96  -6.81  0.30
H  -0.49  -6.35  2.07
H  -2.15  -6.01  2.54
H  -5.28  -3.46  0.60
H  -5.07  -5.21  0.61
H  -5.16  -3.44  -1.89
H  -6.47  -4.50  -1.34
H  -4.93  -5.19  -1.91
C  -1.13  -0.60  5.12
Si  0.27  -1.85  5.12
C  -0.34  -3.39  6.03
C  1.65  -1.13  6.20
Se  0.97  -2.35  3.07
H  -1.50  -0.41  6.14
H  -1.96  -0.97  4.52
H  -0.81  0.36  4.69
H  -0.51  -3.19  7.09
H  0.40  -4.20  5.93
H  -1.27  -3.73  5.58
H  1.29  -0.97  7.22
H  1.99  -0.17  5.81
H  2.51  -1.80  6.23

These are the Löwdin partial charges, in e, on atoms 1 to 2: 1.123 -0.354

***

Molecular formula: C22H37AlBr4CaClN3NbO15
Method: DFT, ωB97M-V/def2-TZVPD

Computed properties:
HOMO	-0.1295	Eh
orbital gap	2.04	eV
total charge	-1
M	1098.58	Da

Geometry (Å):
C  0.99  2.30  -0.57
C  0.02  1.88  0.30
Nb  -1.64  0.44  -0.15
C  -0.08  -1.25  0.11
O  -0.46  -1.97  1.31
C  -1.25  -3.13  1.06
C  -0.47  -4.38  1.60
C  0.13  -3.98  3.01
N  -1.34  0.47  -2.25
C  -2.63  0.07  -2.89
C  -2.71  -1.44  -3.32
O  -3.02  2.02  -0.36
C  -4.06  1.74  0.55
O  -4.99  1.03  0.28
C  -3.86  2.40  1.94
C  -3.72  1.59  3.09
C  -3.50  2.27  4.42
C  -3.44  3.70  4.40
C  -3.58  4.50  3.21
C  -3.79  3.85  1.94
H  0.81  2.86  -1.51
H  2.05  2.05  -0.33
H  0.09  2.26  1.36
H  -2.95  -0.82  -0.41
H  -1.96  0.29  1.65
H  -0.06  -1.87  -0.83
H  0.92  -0.77  0.26
H  -2.19  -3.02  1.66
H  -1.57  -3.22  -0.02
H  0.33  -4.73  0.91
H  -1.17  -5.24  1.75
H  0.31  -4.86  3.66
H  1.03  -3.34  2.86
H  -0.65  -3.35  3.50
H  -0.64  -0.27  -2.44
H  -3.52  0.27  -2.25
H  -2.78  0.70  -3.81
H  -3.22  -1.47  -4.32
H  -1.70  -1.89  -3.43
H  -3.37  -2.05  -2.65
H  -3.79  0.49  2.94
H  -3.36  1.67  5.35
H  -3.25  4.22  5.36
H  -3.53  5.60  3.20
H  -3.90  4.44  1.01
C  -1.81  -6.17  -1.61
O  -2.07  -4.84  -2.07
H  -2.19  -6.28  -0.60
H  -2.30  -6.90  -2.26
H  -0.72  -6.35  -1.60
H  -1.71  -4.78  -2.98
Ca  -0.15  -3.73  -1.79
C  4.26  2.09  2.57
Br  2.77  3.26  3.00
Br  4.02  0.32  3.29
Br  4.59  2.00  0.67
H  5.14  2.52  3.03
N  3.56  -3.54  2.90
O  3.73  -3.04  4.01
O  3.75  -2.85  1.85
O  3.18  -4.71  2.80
Al  -1.58  1.16  3.89
Br  -2.26  -0.21  6.52
C  -4.00  2.18  8.26
O  -3.35  3.23  8.35
O  -3.70  1.17  7.46
O  -5.05  1.89  8.86
C  7.05  3.06  -3.00
N  5.96  2.04  -3.02
O  6.24  0.92  -2.65
O  4.87  2.42  -3.40
H  7.96  2.58  -2.64
H  7.18  3.41  -4.02
H  6.74  3.86  -2.34
C  2.06  1.72  -5.90
C  3.40  2.18  -6.40
O  3.43  1.67  -7.73
C  2.14  1.50  -8.14
O  1.82  1.24  -9.25
O  1.28  1.65  -7.10
H  1.62  2.41  -5.19
H  2.10  0.72  -5.45
H  3.48  3.27  -6.44
H  4.22  1.78  -5.81
Cl  5.81  -2.89  2.81

These are the Löwdin partial charges, in e, on atoms 1 to 2: -0.100 -0.331

***

Molecular formula: C43H49HgN8O2PS
Method: DFT, ωB97M-V/def2-TZVPD

Computed properties:
HOMO (alpha / beta)	-0.2372 / -0.2394	Eh
orbital gap (alpha / beta)	3.10 / 3.15	eV
expectation value of S²	0.780
total charge	+1
2S+1	2
M	973.55	Da

Geometry (Å):
Hg  -0.48  0.28  -0.38
C  -5.86  -4.36  2.35
C  -4.64  -3.52  2.12
C  -4.35  -2.51  2.95
C  -3.24  -1.56  2.83
C  -2.70  -0.83  3.82
N  -1.68  0.09  3.61
C  -1.36  1.09  4.60
C  -0.28  2.03  4.07
C  0.87  1.27  3.38
N  2.09  2.06  3.33
C  2.32  3.16  2.65
C  1.69  3.73  1.53
C  1.92  5.12  1.35
C  1.23  5.87  0.44
C  1.47  7.36  0.30
C  0.28  5.23  -0.36
C  0.10  3.85  -0.35
C  -0.95  3.33  -1.20
N  -1.24  2.11  -1.46
C  -2.49  1.81  -2.15
C  -2.38  0.79  -3.30
C  -1.28  -0.29  -3.19
N  -1.15  -1.01  -1.94
C  -2.15  -1.95  -1.70
C  -2.42  -2.65  -0.59
C  -3.76  -3.39  -0.42
C  -2.76  -1.36  1.43
O  -2.75  0.09  0.93
C  0.88  3.04  0.55
O  0.94  1.77  0.48
H  -6.55  -3.91  3.05
H  -5.57  -5.35  2.73
H  -6.38  -4.53  1.40
H  -5.02  -2.33  3.79
H  -3.02  -0.96  4.85
H  -1.62  0.43  2.67
H  -1.01  0.60  5.51
H  -2.24  1.69  4.87
H  0.12  2.62  4.90
H  -0.72  2.74  3.36
H  0.59  1.01  2.37
H  1.08  0.35  3.92
H  2.69  1.95  4.14
H  3.12  3.76  3.09
H  2.63  5.61  2.02
H  1.81  7.79  1.24
H  0.57  7.87  -0.01
H  2.24  7.55  -0.45
H  -0.32  5.82  -1.04
H  -1.60  4.11  -1.63
H  -2.95  2.74  -2.53
H  -3.17  1.40  -1.40
H  -2.21  1.32  -4.24
H  -3.35  0.30  -3.39
H  -0.33  0.21  -3.38
H  -1.45  -1.00  -4.02
H  -2.83  -2.12  -2.54
H  -3.85  -4.19  -1.14
S  0.34  -3.83  1.70
C  1.85  -2.96  1.84
C  3.07  -3.40  2.35
C  4.15  -2.54  2.34
C  4.01  -1.25  1.81
C  2.81  -0.79  1.32
C  1.71  -1.66  1.34
N  0.42  -1.38  0.90
C  -0.37  -2.40  1.05
C  -1.83  -2.52  0.81
C  -2.27  -3.78  1.46
C  -3.69  -4.04  1.02
C  -4.94  -2.44  -0.59
C  -4.82  -1.11  -0.24
C  -3.70  -0.82  0.51
H  3.15  -4.40  2.77
H  5.10  -2.86  2.74
H  4.88  -0.59  1.81
H  2.69  0.22  0.95
H  -2.11  -3.84  2.53
H  -3.92  -5.10  0.91
H  -5.85  -2.82  -1.03
H  -5.53  -0.35  -0.54
C  4.65  0.22  -4.34
N  3.17  0.25  -4.72
C  2.68  -1.21  -4.84
N  2.97  -1.94  -3.66
C  4.39  -1.90  -3.35
N  4.85  -0.53  -3.16
C  4.28  0.09  -1.96
P  2.41  0.21  -1.98
C  2.38  1.00  -3.70
C  2.13  -1.55  -2.53
H  4.99  1.25  -4.22
H  5.19  -0.24  -5.17
H  3.07  0.70  -5.63
H  3.20  -1.64  -5.70
H  1.61  -1.18  -5.02
H  4.96  -2.36  -4.16
H  4.57  -2.47  -2.44
H  4.70  1.10  -1.84
H  4.57  -0.49  -1.09
H  2.78  2.01  -3.61
H  1.35  1.07  -4.05
H  1.07  -1.70  -2.76
H  2.36  -2.19  -1.67

These are the Löwdin partial charges, in e, on atoms 1 to 2: 1.195 -0.056

***

no.,maximum force (eV/Å),E_tot (eV)
1,0.54,-315148.4595
2,4.97,-377851.4798
3,1.48,-85685.9749